Computed, not measured: a 2-piece molecular cluster, H3N2O4 overall, with ωB97M-V/def2-TZVPD.

Geometry as XYZ:
```
9
Properties=species:S:1:pos:R:3:forces:R:3
N 0.380044 -1.010421 0.198833 -1.28 -1.31 1.23
N 2.192878 0.472605 0.045097 1.26 -0.54 -0.39
O 1.721605 -0.746670 -0.324685 2.05 1.39 -0.62
O -2.804609 0.485316 0.182434 -0.16 0.05 0.07
O -0.244030 0.072474 0.574285 -0.28 0.58 0.00
O 3.399684 0.591486 -0.183390 -2.07 -0.62 0.10
H -1.858350 0.265978 0.420888 0.04 -0.06 -0.22
H -0.069858 -1.449967 -0.626863 0.40 0.55 -0.18
H -2.717367 1.319199 -0.286597 0.02 -0.04 0.01
```
Forces are in eV/Å.

- E_HOMO (alpha / beta) (eV) = -2.79 / -2.79
- Kohn-Sham gap (alpha / beta) (eV) = 7.362 / 7.361
- charge = -1

Computed, not measured: a 2-piece molecular cluster, H3N2P overall, with ωB97M-V/def2-TZVPD.

Geometry as XYZ:
```
6
Properties=species:S:1:pos:R:3:forces:R:3
N -0.479813 0.061907 0.690882 1.10 -0.21 0.58
N 0.105865 -0.670167 -0.407313 0.33 -4.02 2.22
P 0.691695 0.886823 -0.216489 1.78 1.52 1.36
H -1.462615 0.273629 0.755038 -0.31 -0.41 -0.86
H 1.253881 -1.761029 0.417263 -1.91 1.84 -1.52
H -0.109012 1.208837 -1.239381 -0.99 1.28 -1.78
```
Forces are in eV/Å.

- E_HOMO (alpha / beta) (eV) = -9.31 / -9.24
- Kohn-Sham gap (alpha / beta) (eV) = 8.948 / 9.016

Computed, not measured: a 2-piece molecular cluster, H3N3 overall, with ωB97M-V/def2-TZVPD.

Geometry as XYZ:
```
6
Properties=species:S:1:pos:R:3:forces:R:3
N 0.454069 1.784137 0.528162 -0.57 -0.26 -0.19
N 0.662860 -0.612061 -0.216023 0.39 0.40 0.19
N -0.501479 -0.913349 -0.328415 -0.05 -0.35 -0.07
H 1.441974 1.872028 0.778956 0.39 -0.13 0.01
H -1.270119 -0.222592 -0.353976 0.01 0.10 0.09
H -0.787306 -1.908163 -0.408704 -0.17 0.23 -0.04
```
Forces are in eV/Å.

- E_HOMO (alpha / beta) (eV) = -8.46 / -8.44
- Kohn-Sham gap (alpha / beta) (eV) = 8.286 / 8.329

Computed, not measured: a 2-piece molecular cluster, H3N3O overall, with ωB97M-V/def2-TZVPD.

Geometry as XYZ:
```
7
Properties=species:S:1:pos:R:3:forces:R:3
N -0.256040 -0.356655 0.066392 0.04 0.02 0.01
N 3.468976 -1.093972 -0.023014 0.46 -1.41 -0.02
N 3.213902 -0.018798 0.003274 0.24 -1.57 -0.06
O 2.922147 1.094957 0.025787 -0.72 2.93 0.08
H -1.240108 -0.216948 0.264789 0.02 -0.04 -0.02
H -0.092667 -0.020610 -0.876176 -0.02 0.02 0.04
H 0.255195 0.254422 0.692917 -0.02 0.04 -0.03
```
Forces are in eV/Å.

- E_HOMO (eV) = -10.29
- Kohn-Sham gap (eV) = 11.317

Computed, not measured: a 2-piece molecular cluster, H3N3O2 overall, with ωB97M-V/def2-TZVPD.

Geometry as XYZ:
```
8
Properties=species:S:1:pos:R:3:forces:R:3
N -1.005565 0.073636 5.496171 0.09 -1.48 0.40
N 1.407157 -1.065690 -11.076876 -0.60 -3.67 -0.79
N 2.153765 -0.060600 -11.192593 -1.13 1.61 2.84
O 3.359049 -0.168593 -11.409524 1.37 -0.68 -1.30
O 1.717671 1.073495 -10.848031 -0.56 1.36 -0.38
H -0.697043 1.019553 5.564970 0.35 1.21 0.05
H -0.318087 -0.415531 6.112340 -0.46 0.27 -0.40
H 0.460656 -0.939570 -10.695564 0.93 1.38 -0.42
```
Forces are in eV/Å.

- E_HOMO (eV) = 0.36
- Kohn-Sham gap (eV) = 5.960
- charge = -2

Computed, not measured: a 2-piece molecular cluster, H3N3O2 overall, with ωB97M-V/def2-TZVPD.

Geometry as XYZ:
```
8
Properties=species:S:1:pos:R:3:forces:R:3
N -11.583005 -0.830215 0.039482 0.09 1.90 0.88
N 6.800810 1.395724 -0.429275 -0.28 -2.59 1.24
N 6.806712 0.100484 0.047475 -0.52 2.64 -0.45
O 6.879384 -0.820796 -0.757582 0.45 -0.75 -0.47
O 6.686837 -0.131581 1.289805 0.08 0.13 -0.38
H -11.188148 -1.496238 -0.574524 0.59 -1.25 -1.04
H -10.877206 -0.051404 -0.043889 -0.72 -0.66 0.16
H 6.474619 1.834023 0.428510 0.31 0.58 0.06
```
Forces are in eV/Å.

- E_HOMO (eV) = 0.31
- Kohn-Sham gap (eV) = 5.840
- charge = -2

Computed, not measured: H3N3O2 as an isolated structure, with ωB97M-V/def2-TZVPD.

Geometry as XYZ:
```
8
Properties=species:S:1:pos:R:3:forces:R:3
N 0.732352 -0.552818 -1.459847 -0.74 3.41 -0.60
N -0.889673 -0.222849 1.784902 0.69 -1.99 -0.22
N -0.309396 0.051803 0.743237 -0.06 2.26 -1.92
O 0.278454 -1.130328 -0.406471 -0.43 -1.82 2.20
O -0.153568 1.114660 0.144447 -0.09 -0.19 0.96
H 1.603912 0.027311 -1.314400 -0.89 -0.97 0.07
H -0.019788 0.135515 -1.797622 1.37 -1.24 -0.02
H -1.242294 0.576706 2.305753 0.16 0.54 -0.47
```
Forces are in eV/Å.

- E_HOMO (eV) = -10.07
- Kohn-Sham gap (eV) = 10.019

Computed, not measured: a 2-piece molecular cluster, H3N3O2P overall, with ωB97M-V/def2-TZVPD.

Geometry as XYZ:
```
9
Properties=species:S:1:pos:R:3:forces:R:3
N -2.352660 1.240081 -2.619512 -4.14 -0.90 4.00
N -3.123147 1.036345 -1.816726 3.85 1.07 -4.09
N -0.022827 0.295963 0.357462 0.37 0.63 0.78
O 0.068717 -0.069257 -2.102430 0.71 -1.18 0.52
O -1.731623 -1.296987 -0.753318 -0.87 -0.59 0.55
P -0.250070 -1.127715 -0.681772 0.49 1.33 -1.72
H -0.110720 0.849180 -1.883999 -0.10 -0.02 0.33
H 0.954827 0.468585 0.522900 0.98 0.22 -0.96
H -0.206918 0.142656 1.331894 -1.30 -0.56 0.58
```
Forces are in eV/Å.

- E_HOMO (eV) = -2.98
- Kohn-Sham gap (eV) = 7.843
- charge = -1

Computed, not measured: one molecule with the formula H3N3O2S, with ωB97M-V/def2-TZVPD.

Geometry as XYZ:
```
9
Properties=species:S:1:pos:R:3:forces:R:3
N -0.069932 -0.121213 0.406479 -3.40 -1.92 -2.78
N -2.156231 -0.474304 -0.258982 -0.95 -2.19 -3.26
N -0.924879 -0.770733 -0.495322 4.13 2.64 2.11
O 2.351744 -0.533003 1.105339 1.52 -0.42 3.05
O 1.836496 1.280866 -0.441884 1.84 1.50 1.22
S 1.607304 -0.283601 -0.058933 -2.08 -0.52 -3.54
H -2.980795 -0.759400 -0.868453 2.25 0.11 1.01
H -2.320355 -0.021387 0.549483 -0.94 2.22 3.34
H 2.656646 1.682774 0.062270 -2.37 -1.40 -1.15
```
Forces are in eV/Å.

- E_HOMO (alpha / beta) (eV) = -9.08 / -9.08
- Kohn-Sham gap (alpha / beta) (eV) = 9.132 / 9.132

Computed, not measured: one molecule with the formula H3N3O3S, with ωB97M-V/def2-TZVPD.

Geometry as XYZ:
```
10
Properties=species:S:1:pos:R:3:forces:R:3
N -0.915885 1.252020 0.675827 1.05 -1.53 0.07
N 0.117908 -1.632866 0.045782 0.88 -2.20 3.83
N -0.305786 0.790299 -0.324494 3.09 -1.84 -0.21
O -1.826243 2.086792 0.429220 -4.66 4.24 -0.50
O 1.628701 0.020336 1.204734 -0.07 0.13 1.66
O 1.754010 -0.224783 -1.213236 -0.95 -0.19 0.64
S 0.966351 -0.260440 -0.000297 1.33 1.20 -2.79
H 0.539768 -2.468086 0.628666 -0.87 2.44 -1.66
H 0.096785 -1.789950 -0.906384 -0.61 -1.58 -2.48
H -2.055611 2.226682 -0.539822 0.83 -0.68 1.45
```
Forces are in eV/Å.

- <S²> = 2.007
- spin multiplicity = 3
- E_HOMO (alpha / beta) (eV) = -7.80 / -10.75
- Kohn-Sham gap (alpha / beta) (eV) = 8.421 / 7.334

Computed, not measured: a 2-piece molecular cluster, H3N3O4 overall, with ωB97M-V/def2-TZVPD.

Geometry as XYZ:
```
10
Properties=species:S:1:pos:R:3:forces:R:3
N -0.536281 -1.275711 1.749526 2.37 -1.53 2.88
N -0.063476 1.414171 -0.894113 0.73 2.28 3.57
N 1.141585 0.666972 -0.697224 -0.50 -2.26 -1.78
O 2.033883 1.323645 -0.285390 0.65 1.13 0.54
O 1.107801 -0.529545 -0.840042 -0.28 0.10 -0.40
O -0.572350 0.897815 -3.053303 1.19 -1.40 -2.52
O -0.834248 1.469472 -1.935358 -1.76 0.10 0.54
H -1.290133 -1.568851 1.196697 -1.34 -0.06 -0.55
H -0.357412 -2.005815 2.529647 -0.50 1.60 -1.97
H -0.629369 -0.392154 2.229560 -0.55 0.03 -0.31
```
Forces are in eV/Å.

- <S²> = 2.009
- spin multiplicity = 3
- E_HOMO (alpha / beta) (eV) = -9.93 / -9.93
- Kohn-Sham gap (alpha / beta) (eV) = 9.930 / 6.264

Computed, not measured: a 2-piece molecular cluster, H3N4 overall, with ωB97M-V/def2-TZVPD.

Geometry as XYZ:
```
7
Properties=species:S:1:pos:R:3:forces:R:3
N 2.356830 0.438371 0.198404 -0.23 -0.04 0.01
N -0.639506 -1.095457 0.247859 -1.20 -1.00 0.01
N -1.361260 1.024629 -0.045245 -1.20 1.58 -0.26
N -0.489465 0.159819 0.118250 2.68 -0.28 0.10
H 2.194400 0.330086 -0.816242 -0.22 0.01 0.05
H 0.278234 -1.529408 0.366671 -0.02 0.49 -0.02
H -2.339235 0.671963 -0.069696 0.18 -0.76 0.11
```
Forces are in eV/Å.

- E_HOMO (alpha / beta) (eV) = -2.43 / -2.77
- Kohn-Sham gap (alpha / beta) (eV) = 5.824 / 6.495
- charge = -1

Computed, not measured: one molecule with the formula H3N5O3, with ωB97M-V/def2-TZVPD.

Geometry as XYZ:
```
11
Properties=species:S:1:pos:R:3:forces:R:3
N 1.202704 -0.012199 0.812725 3.90 -3.59 -2.62
N 1.224987 0.057694 -0.439883 -2.09 1.98 0.50
N 0.406939 0.709217 1.513963 -5.09 2.86 1.03
N 2.020215 -0.691282 -1.140056 0.63 -0.64 0.60
N -0.837956 0.824684 1.149056 -1.30 -0.15 -0.75
O -1.826933 1.387703 1.573649 2.84 -0.70 0.33
O -2.643996 0.156980 -0.345535 -1.54 -2.49 0.61
O -1.302579 -0.055054 -0.190223 0.82 -0.01 0.36
H 2.810661 -1.135193 -0.705236 0.19 -0.31 0.27
H 2.069418 -0.480314 -2.118327 -0.11 0.24 0.02
H -3.123462 -0.762236 -0.110131 1.76 2.81 -0.36
```
Forces are in eV/Å.

- E_HOMO (alpha / beta) (eV) = -9.04 / -9.04
- Kohn-Sham gap (alpha / beta) (eV) = 8.992 / 8.992

Computed, not measured: a 2-piece molecular cluster, H3NO2 overall, with ωB97M-V/def2-TZVPD.

Geometry as XYZ:
```
6
Properties=species:S:1:pos:R:3:forces:R:3
N -0.838317 -0.722276 0.234022 -0.75 -0.80 1.31
O 1.536460 1.042659 -0.079610 0.88 -0.09 1.13
O -0.295935 -0.077494 -0.679007 -0.04 0.33 -1.63
H -1.426277 -0.235395 0.910131 0.18 -0.18 -0.05
H -0.551787 -1.685294 0.405827 -0.14 0.19 0.00
H 1.575857 1.677800 -0.791362 -0.13 0.54 -0.76
```
Forces are in eV/Å.

- <S²> = 2.007
- spin multiplicity = 3
- E_HOMO (alpha / beta) (eV) = -8.50 / -10.01
- Kohn-Sham gap (alpha / beta) (eV) = 9.643 / 8.643

Computed, not measured: H3NO2S as an isolated structure, with ωB97M-V/def2-TZVPD.

Geometry as XYZ:
```
7
Properties=species:S:1:pos:R:3:forces:R:3
N 0.126657 -0.253726 0.222120 -0.62 -0.56 0.00
O 2.802200 -1.109221 -0.214716 -0.20 0.16 0.28
O 2.156012 1.244671 -0.087901 0.41 0.23 0.14
S 2.301382 -0.020846 0.592016 0.53 0.01 -0.41
H -0.311404 0.539876 0.669890 -0.10 0.04 0.03
H 0.171903 -0.076290 -0.775761 -0.04 -0.01 -0.02
H -0.405349 -1.101924 0.397766 0.01 0.13 -0.02
```
Forces are in eV/Å.

- E_HOMO (eV) = -10.14
- Kohn-Sham gap (eV) = 10.583

Computed, not measured: one molecule with the formula H3NO2S, with ωB97M-V/def2-TZVPD.

Geometry as XYZ:
```
7
Properties=species:S:1:pos:R:3:forces:R:3
N 1.366348 0.430275 0.113247 0.41 2.10 1.75
O -1.311762 -0.914004 -0.011515 1.91 1.41 4.29
O 0.244630 1.088170 -0.454682 -0.94 -0.42 -0.11
S -1.167529 0.716322 0.333353 0.38 -0.96 -1.05
H 1.485143 -0.463100 -0.256936 -0.32 -1.80 -1.32
H 1.070925 0.274609 1.075422 0.43 0.06 0.22
H -1.687752 -1.132270 -0.798890 -1.87 -0.38 -3.78
```
Forces are in eV/Å.

- E_HOMO (eV) = -9.22
- Kohn-Sham gap (eV) = 9.719

Computed, not measured: H3NO2S2 as an isolated structure, with ωB97M-V/def2-TZVPD.

Geometry as XYZ:
```
8
Properties=species:S:1:pos:R:3:forces:R:3
N -0.381340 1.196769 -0.504215 -1.58 -2.08 1.68
O -0.292917 -1.487416 -0.318846 -0.07 -0.55 -0.03
O 0.322630 0.924544 0.638006 -0.01 -0.96 -1.03
S 1.081907 -1.700360 2.308012 -0.32 0.44 -2.00
S 1.091469 -1.111401 0.454098 -0.95 1.42 1.21
H 0.018270 1.905923 -1.027559 0.90 1.73 -1.01
H -1.415551 1.277450 -0.372986 1.42 -0.03 0.18
H -0.424468 -1.005509 -1.176509 0.60 0.04 1.01
```
Forces are in eV/Å.

- E_HOMO (alpha / beta) (eV) = -8.29 / -8.79
- Kohn-Sham gap (alpha / beta) (eV) = 7.402 / 7.738

Computed, not measured: one molecule with the formula H3NO2Si, with ωB97M-V/def2-TZVPD.

Geometry as XYZ:
```
7
Properties=species:S:1:pos:R:3:forces:R:3
N 0.242936 0.699289 0.906270 -0.66 -0.01 0.88
O 0.952111 -1.279715 -1.780037 0.58 -0.09 0.00
O -0.535475 0.986898 1.785506 1.35 -0.36 -1.30
Si -0.046836 -0.800956 -0.748724 -0.45 0.72 0.08
H 0.834523 1.500921 0.576678 -0.20 0.23 0.35
H -0.719010 0.514991 -0.961165 -0.27 -0.08 -0.34
H -0.728249 -1.621426 0.221472 -0.35 -0.42 0.33
```
Forces are in eV/Å.

- E_HOMO (alpha / beta) (eV) = -10.13 / -10.13
- Kohn-Sham gap (alpha / beta) (eV) = 8.119 / 8.118

Computed, not measured: a 2-piece molecular cluster, H3NO3P2 overall, with ωB97M-V/def2-TZVPD.

Geometry as XYZ:
```
9
Properties=species:S:1:pos:R:3:forces:R:3
N -0.477710 -0.120958 0.592100 -4.72 -1.16 1.09
O 1.003318 0.604710 -1.361378 0.05 0.35 0.37
O -1.266211 -0.267794 -1.984428 -0.71 -0.73 0.08
O -1.121034 2.028443 -0.884582 0.42 -0.79 0.37
P 0.792387 -1.045746 0.957186 3.60 -0.81 1.67
P -0.492211 0.643870 -1.075151 -0.35 1.52 -1.37
H -1.782665 -1.067741 0.945661 3.69 2.71 -1.27
H 1.848749 -0.179820 0.438915 -0.72 -0.78 -0.03
H 1.495375 -0.594964 2.371677 -1.26 -0.30 -0.91
```
Forces are in eV/Å.

- E_HOMO (eV) = 0.57
- Kohn-Sham gap (eV) = 6.582
- charge = -2

Computed, not measured: an isolated ion of composition H3NO3P3 and charge -1, with ωB97M-V/def2-TZVPD.

Geometry as XYZ:
```
10
Properties=species:S:1:pos:R:3:forces:R:3
N -1.251399 0.828084 -0.812454 0.53 0.96 0.97
O 1.183143 -3.246765 0.602479 1.00 1.53 -0.28
O 2.521051 -1.449213 1.955340 0.32 0.63 0.35
O 0.642456 -0.554988 -0.115814 2.01 -2.53 0.07
P -1.488172 2.104392 -1.843809 -0.47 1.09 -1.00
P 0.038316 0.740653 0.448459 -1.98 0.81 1.30
P 1.988359 -1.960305 0.681762 -2.38 -1.10 -0.65
H -1.640577 3.254854 -0.987296 0.17 -0.58 0.22
H -1.017889 0.051101 -1.387387 -0.11 -1.13 -0.48
H -0.975287 0.232187 1.458719 0.91 0.33 -0.51
```
Forces are in eV/Å.

- E_HOMO (alpha / beta) (eV) = -4.77 / -3.87
- Kohn-Sham gap (alpha / beta) (eV) = 7.717 / 6.136
- charge = -1

Energy relative to the best compared isomer or geometry (same formula, charge and spin) in kJ/mol, matching the order above: 79.6; 532.9; 753.1; 70.7; 25.0; 0.0; 184.7; 30.1; 42.2; 52.7; 200.3; 304.2; 86.7; 167.3; 0.0; 255.4; 182.8; 37.4; 300.7; 266.3